The following is a quantum chemistry calculation of C30H39IN7P2SV as an isolated structure at a distorted geometry, from the OMol25 dataset.

Structure (XYZ):
```
81
C30H39IN7P2SV, DFT ωB97M-V/def2-TZVPD
V 0.43 1.26 -0.10
N -1.97 3.16 3.10
C -1.03 2.69 2.20
S -1.50 1.33 1.21
N 0.11 3.26 2.15
N 0.93 2.68 1.25
C 2.13 3.15 1.21
C 3.05 2.52 0.34
C 4.43 2.79 0.32
C 5.25 2.21 -0.62
C 4.66 1.23 -1.47
C 3.33 0.88 -1.28
N 2.51 1.56 -0.42
H -2.91 2.79 3.12
H -1.71 3.93 3.70
H 2.45 3.89 1.95
H 4.87 3.46 1.07
H 6.33 2.32 -0.71
H 5.24 0.67 -2.26
H 2.90 0.06 -1.78
C 0.78 -0.49 3.13
P 0.90 -0.96 1.40
C -0.64 -1.92 1.14
N -0.79 -2.97 1.88
C -1.93 -3.68 1.72
C -2.16 -4.82 2.53
C -3.40 -5.36 2.50
C -4.44 -4.83 1.73
C -4.21 -3.80 0.85
C -2.93 -3.22 0.84
N -2.64 -2.22 0.01
C -1.53 -1.58 0.09
P -1.00 -0.45 -1.29
C -0.19 -1.72 -2.44
C -2.50 0.04 -2.27
C -3.20 -1.13 -3.06
C -1.98 1.09 -3.26
C -3.62 0.68 -1.45
C 2.22 -2.29 1.47
C 2.19 -2.94 0.07
C 3.53 -1.50 1.67
C 2.09 -3.33 2.57
H 0.24 -1.24 3.71
H 0.15 0.43 3.23
H 1.74 -0.29 3.64
H -1.40 -5.24 3.17
H -3.59 -6.23 3.14
H -5.42 -5.20 1.88
H -5.03 -3.47 0.23
H -0.94 -2.38 -2.77
H 0.52 -2.26 -1.89
H 0.27 -1.16 -3.30
H -2.61 -1.47 -3.93
H -4.09 -0.69 -3.44
H -3.44 -1.97 -2.45
H -1.07 0.76 -3.79
H -1.79 2.09 -2.77
H -2.73 1.23 -4.02
H -3.99 0.01 -0.66
H -4.39 0.89 -2.16
H -3.29 1.67 -1.02
H 2.34 -2.18 -0.70
H 1.26 -3.48 -0.20
H 2.99 -3.66 0.03
H 3.47 -0.58 0.99
H 4.33 -2.16 1.32
H 3.70 -1.25 2.70
H 1.16 -3.90 2.49
H 2.23 -2.83 3.53
H 2.95 -4.01 2.45
I 2.26 4.85 -4.53
C 1.11 4.61 -2.84
C 0.40 5.66 -2.28
C -0.62 5.35 -1.36
C -0.81 4.05 -0.95
N 0.05 3.08 -1.33
C 0.92 3.37 -2.30
H 0.53 6.65 -2.65
H -1.28 6.15 -1.03
H -1.61 3.80 -0.24
H 1.43 2.55 -2.70
```

Values from the calculation:
2S+1 ... 3
DFT total energy ... -3872.0269 hartree
Total charge ... +2
ΔE to the lowest compared entry with this formula, charge and spin ... 121.59 kJ/mol
Molar mass ... 769.55 g/mol
Frontier orbital gap (spin up / spin down) ... 6.97 / 6.82 eV
HOMO energy (spin up / spin down) ... -13.634 / -13.635 eV



The following is a quantum chemistry calculation of C22H38ClF3InN4O3 as an isolated structure, from the OMol25 dataset.

Structure (XYZ):
```
72
C22H38ClF3InN4O3, DFT ωB97M-V/def2-TZVPD
C 3.29 -2.46 3.63
C 2.40 -1.29 3.21
C 2.66 -0.72 1.83
Cl 2.52 -2.04 0.58
In 1.24 0.90 1.24
C -0.80 0.19 1.63
C -1.96 0.96 0.96
C -2.37 0.30 -0.36
C -3.35 -0.85 -0.18
N -4.66 -0.41 0.32
C -5.39 0.39 -0.66
C -5.46 -1.54 0.73
C -5.64 -2.66 -0.28
O -5.95 -1.60 1.83
C 1.70 1.46 -0.84
C 3.03 1.65 -1.27
C 3.29 1.99 -2.59
N 2.36 2.16 -3.53
C 1.10 2.00 -3.13
C 0.74 1.67 -1.83
C 1.77 2.62 2.61
F 1.64 2.29 3.94
F 3.10 3.04 2.50
F 1.07 3.80 2.49
H 4.33 -2.25 3.36
H 3.26 -2.62 4.71
H 3.00 -3.38 3.12
H 1.35 -1.58 3.29
H 2.56 -0.46 3.91
H 3.69 -0.38 1.76
H -0.93 0.19 2.71
H -0.85 -0.86 1.32
H -1.69 2.01 0.76
H -2.84 1.00 1.61
H -2.79 1.02 -1.07
H -1.48 -0.13 -0.84
H -2.95 -1.58 0.52
H -3.47 -1.37 -1.16
H -5.07 1.43 -0.59
H -6.46 0.35 -0.46
H -5.20 0.05 -1.70
H -6.62 -3.11 -0.17
H -5.48 -2.32 -1.31
H -4.91 -3.45 -0.07
H 3.86 1.53 -0.59
H 4.32 2.13 -2.91
H 0.34 2.15 -3.89
H -0.32 1.58 -1.60
C -2.58 -7.10 -1.66
C -3.47 -5.88 -1.58
O -4.37 -5.79 -0.77
N -3.21 -4.86 -2.44
C -2.16 -4.77 -3.44
H -2.92 -7.81 -0.91
H -2.64 -7.57 -2.65
H -1.54 -6.84 -1.47
H -3.82 -4.07 -2.32
H -1.50 -3.93 -3.23
H -2.59 -4.63 -4.44
H -1.57 -5.68 -3.44
C 5.74 5.90 -0.92
C 5.61 4.72 0.03
O 6.16 3.66 -0.20
N 4.85 4.90 1.13
C 4.13 6.09 1.55
H 6.38 5.59 -1.74
H 4.77 6.21 -1.31
H 6.20 6.76 -0.42
H 4.74 4.07 1.70
H 4.47 6.43 2.52
H 3.06 5.88 1.61
H 4.28 6.89 0.83
```

Values from the calculation:
2S+1 ... 1
DFT total energy ... -2255.8080 hartree
Total charge ... -1
Molar mass ... 613.84 g/mol
Frontier orbital gap ... 7.52 eV
HOMO energy ... -5.310 eV



The following is a quantum chemistry calculation of a 2-piece molecular cluster, C8H17OP2S overall, from the OMol25 dataset.

Structure (XYZ):
```
29
C8H17OP2S, DFT ωB97M-V/def2-TZVPD
C 5.53 0.43 -0.29
C 4.60 1.00 -1.34
O 3.25 0.77 -1.07
P 2.45 1.70 0.16
P 0.55 0.25 -0.35
S -0.29 0.19 -2.17
H 5.35 -0.64 -0.15
H 6.58 0.56 -0.58
H 5.39 0.92 0.68
H 4.82 0.55 -2.32
H 4.80 2.08 -1.44
H 1.90 2.53 -0.87
H 1.63 2.36 1.17
H 2.83 0.69 1.12
H 3.58 2.55 0.43
H 0.84 -1.06 0.13
H -0.48 0.51 0.60
C -4.38 -1.33 1.91
C -5.51 -1.80 1.25
C -5.57 -1.75 -0.13
C -4.51 -1.24 -0.86
C -3.37 -0.76 -0.21
C -3.32 -0.82 1.18
H -4.33 -1.37 2.99
H -6.34 -2.20 1.82
H -6.45 -2.11 -0.65
H -4.55 -1.20 -1.94
H -2.54 -0.38 -0.79
H -2.43 -0.46 1.69
```

Values from the calculation:
2S+1 ... 1
DFT total energy ... -1471.1280 hartree
Total charge ... -1
Molar mass ... 223.24 g/mol
Frontier orbital gap ... 6.81 eV
HOMO energy ... -3.667 eV



The following is a quantum chemistry calculation of C32H23N3OV as an isolated structure, from the OMol25 dataset.

Structure (XYZ):
```
60
C32H23N3OV, DFT ωB97M-V/def2-TZVPD
V 0.09 0.39 -0.02
C 4.35 1.26 -0.35
C 2.97 1.19 -0.59
N 2.15 0.51 0.18
C 2.65 -0.15 1.27
C 4.02 -0.17 1.56
C 4.87 0.58 0.72
C 4.48 -0.93 2.67
C 3.57 -1.63 3.40
C 2.19 -1.61 3.11
C 1.70 -0.85 2.07
N 0.40 -0.69 1.60
C -0.71 -1.36 2.12
C -0.91 -1.89 3.37
C -2.09 -2.62 3.66
C -3.07 -2.82 2.73
C -2.94 -2.22 1.46
C -3.91 -2.29 0.44
C -3.72 -1.64 -0.75
C -2.55 -0.88 -0.93
N -1.63 -0.80 0.01
C -1.79 -1.47 1.19
H 4.97 1.84 -1.02
H 2.54 1.69 -1.44
H 5.94 0.59 0.92
H 5.54 -0.94 2.90
H 3.90 -2.24 4.23
H 1.54 -2.22 3.71
H -0.20 -1.74 4.16
H -2.20 -3.04 4.65
H -3.96 -3.40 2.95
H -4.81 -2.87 0.61
H -4.44 -1.68 -1.55
H -2.38 -0.34 -1.85
C -2.12 0.59 -6.42
C -2.06 1.83 -5.79
C -1.45 1.93 -4.55
C -0.88 0.82 -3.93
C -0.97 -0.43 -4.57
C -1.59 -0.53 -5.80
C -0.27 1.00 -2.61
C 0.50 0.14 -1.91
C 1.23 -1.05 -2.37
C 1.11 -2.27 -1.70
C 1.85 -3.37 -2.10
C 2.74 -3.26 -3.16
C 2.88 -2.05 -3.82
C 2.13 -0.95 -3.43
H -2.60 0.50 -7.38
H -2.48 2.70 -6.26
H -1.41 2.89 -4.05
H -0.56 -1.31 -4.10
H -1.65 -1.50 -6.29
H -0.52 1.95 -2.15
H 0.41 -2.37 -0.87
H 1.74 -4.31 -1.58
H 3.32 -4.12 -3.46
H 3.58 -1.96 -4.64
H 2.24 0.00 -3.95
O -0.22 1.89 0.25
```

Values from the calculation:
2S+1 ... 1
DFT total energy ... -2416.5964 hartree
Total charge ... +1
ΔE to the lowest compared entry with this formula, charge and spin ... 0.00 kJ/mol
Molar mass ... 516.50 g/mol
Frontier orbital gap (spin up / spin down) ... 6.31 / 6.31 eV
HOMO energy (spin up / spin down) ... -10.374 / -10.374 eV



The following is a quantum chemistry calculation of C13H24Br2N2NiO3Si2 as an isolated structure at a distorted geometry, from the OMol25 dataset.

Structure (XYZ):
```
47
C13H24Br2N2NiO3Si2, DFT ωB97M-V/def2-TZVPD
Ni 0.27 -0.46 -1.50
C -2.56 -1.80 -0.23
Si -2.04 -0.23 0.67
C -3.08 1.23 0.17
C -2.37 -0.52 2.50
C -0.20 0.03 0.37
C 0.62 -1.12 0.79
C 0.89 -1.69 2.04
C 1.76 -2.77 2.09
C 2.33 -3.27 0.92
C 2.02 -2.67 -0.28
N 1.19 -1.62 -0.31
Si 0.63 1.65 0.83
C 0.25 2.08 2.62
C 2.50 1.43 0.69
C 0.06 3.08 -0.24
H -3.64 -1.93 -0.20
H -2.10 -2.67 0.24
H -2.26 -1.78 -1.28
H -4.14 0.98 0.30
H -2.92 1.54 -0.86
H -2.87 2.09 0.82
H -3.44 -0.72 2.65
H -2.11 0.35 3.10
H -1.83 -1.39 2.89
H 0.45 -1.28 2.93
H 1.99 -3.23 3.04
H 3.01 -4.11 0.95
H 2.43 -3.00 -1.22
H 0.51 1.27 3.30
H -0.81 2.32 2.76
H 0.83 2.96 2.92
H 2.94 1.27 1.68
H 2.96 2.32 0.26
H 2.78 0.58 0.07
H -0.91 3.45 0.09
H -0.02 2.80 -1.29
H 0.78 3.90 -0.15
Br 0.50 -1.85 -3.66
C 2.09 -0.87 -4.34
Br 2.87 0.18 -2.93
H 1.68 -0.15 -5.03
H 2.88 -1.48 -4.76
O -1.97 1.90 -3.73
N -0.98 1.29 -3.39
O 0.06 1.20 -4.06
O -1.01 0.72 -2.21
```

Values from the calculation:
2S+1 ... 1
DFT total energy ... -8080.2626 hartree
ΔE to the lowest compared entry with this formula, charge and spin ... 38.94 kJ/mol
Molar mass ... 531.02 g/mol
Frontier orbital gap (spin up / spin down) ... 8.39 / 8.78 eV
HOMO energy (spin up / spin down) ... -8.549 / -9.006 eV



The following is a quantum chemistry calculation of a 3-piece molecular cluster, C21H36FN4O4PS overall, from the OMol25 dataset.

Structure (XYZ):
```
68
C21H36FN4O4PS, DFT ωB97M-V/def2-TZVPD
N 0.50 0.94 -0.95
C 1.66 0.59 -1.30
C 2.59 -0.04 -0.30
P 4.32 -0.29 -0.88
C 4.55 1.62 -1.06
C 5.99 2.07 -1.28
S 7.22 1.79 0.05
C 6.42 1.97 1.58
N 7.09 2.25 2.64
N 6.19 2.16 3.70
C 5.07 1.85 3.19
O 5.12 1.70 1.84
C 4.61 -0.51 -2.72
C 5.72 -1.46 -3.04
O 6.67 -1.72 -2.39
F 5.57 -1.98 -4.29
C 4.25 -2.20 -0.63
C 5.03 -2.79 0.37
C 4.95 -4.16 0.58
C 4.09 -4.91 -0.22
N 3.33 -4.38 -1.17
C 3.42 -3.06 -1.35
H -0.02 1.32 -1.74
H 2.01 0.72 -2.33
H 2.65 0.63 0.56
H 2.15 -0.97 0.06
H 5.37 -0.29 0.07
H 4.13 2.13 -0.19
H 3.97 1.97 -1.91
H 6.42 1.56 -2.14
H 6.02 3.14 -1.50
H 4.13 1.71 3.70
H 4.87 0.43 -3.20
H 3.68 -0.84 -3.20
H 5.70 -2.18 0.96
H 5.55 -4.64 1.34
H 4.02 -5.98 -0.07
H 2.76 -2.66 -2.12
C -5.27 -0.17 -3.09
C -3.84 -0.38 -2.59
O -3.12 0.83 -2.41
C -3.66 1.74 -1.47
C -3.79 1.19 -0.07
H -5.27 0.39 -4.02
H -5.74 -1.14 -3.27
H -5.88 0.36 -2.36
H -3.27 -0.94 -3.33
H -3.85 -0.97 -1.67
H -4.62 2.13 -1.83
H -2.97 2.59 -1.47
H -4.50 0.37 -0.01
H -4.16 1.97 0.61
H -2.83 0.84 0.30
C -8.08 -0.37 1.74
C -6.67 -0.59 2.26
O -5.93 0.60 2.45
C -6.47 1.53 3.38
C -6.61 0.98 4.79
H -8.05 0.20 0.80
H -8.56 -1.33 1.55
H -8.70 0.17 2.45
H -6.09 -1.16 1.53
H -6.69 -1.19 3.18
H -7.43 1.92 3.02
H -5.76 2.36 3.38
H -7.33 0.17 4.85
H -6.96 1.77 5.46
H -5.65 0.62 5.16
```

Values from the calculation:
2S+1 ... 1
DFT total energy ... -2181.0197 hartree
SMILES ... [H]/N=C/C[PH](CCSc1nnco1)(CC(=O)F)c1cccnc1.CCOCC.CCOCC
Molar mass ... 490.58 g/mol
Frontier orbital gap ... 9.02 eV
HOMO energy ... -8.644 eV



The following is a quantum chemistry calculation of C17H21N5O2S as an isolated structure at a distorted geometry, from the OMol25 dataset.

Structure (XYZ):
```
46
C17H21N5O2S, DFT ωB97M-V/def2-TZVPD
C -3.05 2.17 -7.58
C -2.46 3.38 -7.28
C -2.01 3.61 -6.00
C -2.16 2.60 -5.05
C -1.70 2.81 -3.64
C -1.55 1.65 -2.82
C -1.16 1.72 -1.52
C -0.91 3.01 -0.98
N -0.54 3.29 0.27
S -0.41 4.89 0.36
N -0.82 5.31 -1.14
C -1.06 4.17 -1.78
C -1.46 4.06 -3.14
N -2.72 1.42 -5.32
C -3.14 1.24 -6.57
H -3.42 1.93 -8.56
H -2.36 4.13 -8.05
H -1.56 4.57 -5.79
H -1.75 0.69 -3.25
H -1.06 0.83 -0.92
H -1.58 4.93 -3.76
H -3.59 0.28 -6.80
C 2.39 -1.95 -0.51
C 0.97 -1.50 -0.26
O 0.38 -0.76 -1.05
N 0.36 -1.93 0.87
C 0.90 -2.80 1.91
H 2.73 -1.52 -1.44
H 3.04 -1.61 0.30
H 2.43 -3.04 -0.58
H -0.58 -1.59 0.97
H 0.27 -3.69 1.99
H 0.87 -2.27 2.86
H 1.91 -3.10 1.70
C 2.73 -4.34 6.33
C 2.12 -3.08 5.78
O 2.07 -2.85 4.58
N 1.62 -2.18 6.67
C 1.60 -2.28 8.12
H 3.08 -4.95 5.49
H 3.58 -4.11 6.97
H 1.99 -4.92 6.89
H 1.23 -1.36 6.24
H 0.56 -2.24 8.47
H 2.14 -1.44 8.55
H 2.04 -3.21 8.46
```

Values from the calculation:
2S+1 ... 1
DFT total energy ... -1482.8744 hartree
ΔE to the lowest compared entry with this formula, charge and spin ... 142.96 kJ/mol
Molar mass ... 359.45 g/mol
Frontier orbital gap ... 8.17 eV
HOMO energy ... -8.274 eV



The following is a quantum chemistry calculation of C36H34As2I2N7OSe2Tl as an isolated structure, from the OMol25 dataset.

Structure (XYZ):
```
85
C36H34As2I2N7OSe2Tl, DFT ωB97M-V/def2-TZVPD
Tl 0.80 0.84 1.14
Se -4.43 -5.96 1.76
N -4.51 -4.31 2.42
C -3.45 -3.67 1.98
C -3.16 -2.28 2.30
C -4.00 -1.50 3.08
C -3.66 -0.19 3.33
C -2.48 0.30 2.77
N -1.68 -0.43 2.02
C -1.99 -1.70 1.78
C -1.06 -2.48 0.93
N 0.03 -1.85 0.47
C 0.86 -2.52 -0.32
C 0.64 -3.85 -0.70
C -0.47 -4.50 -0.23
C -1.35 -3.81 0.60
C -2.56 -4.43 1.14
N -2.89 -5.67 0.90
H -4.90 -1.94 3.49
H -4.29 0.45 3.93
H -2.17 1.33 2.94
H 1.73 -1.99 -0.66
H 1.36 -4.34 -1.35
H -0.69 -5.53 -0.49
C -3.53 4.87 0.14
As -2.24 3.41 -0.06
C -0.61 4.50 -0.06
C -2.38 3.14 -2.00
C -2.55 4.22 -2.87
C -2.60 4.04 -4.24
C -2.48 2.76 -4.77
C -2.30 1.68 -3.92
C -2.25 1.85 -2.54
As -1.83 0.38 -1.30
C -1.68 -1.10 -2.58
C -3.66 -0.01 -0.71
H -3.32 5.71 -0.52
H -3.49 5.22 1.17
H -4.53 4.50 -0.06
H -0.70 5.33 -0.76
H 0.24 3.88 -0.35
H -0.43 4.88 0.94
H -2.64 5.22 -2.47
H -2.74 4.89 -4.90
H -2.51 2.61 -5.84
H -2.19 0.69 -4.35
H -0.77 -0.99 -3.17
H -2.55 -1.18 -3.23
H -1.59 -2.02 -2.00
H -4.35 -0.02 -1.55
H -3.98 0.75 0.01
H -3.67 -0.98 -0.22
I 5.56 -2.22 0.64
C 4.74 -1.00 -0.84
C 5.41 -0.92 -2.07
C 4.91 -0.16 -3.10
I 5.98 -0.10 -4.89
C 3.69 0.54 -2.93
C 3.08 1.33 -3.93
C 1.90 1.97 -3.68
C 1.32 1.82 -2.41
N 1.85 1.09 -1.46
C 3.02 0.46 -1.68
C 3.55 -0.32 -0.55
O 2.93 -0.37 0.56
H 6.33 -1.47 -2.20
H 3.56 1.42 -4.89
H 1.42 2.58 -4.43
H 0.38 2.32 -2.19
C 3.13 -1.56 3.56
N 3.28 -0.12 3.66
C 4.40 0.59 3.30
C 4.14 1.89 3.53
N 2.85 1.95 4.04
C 2.13 3.16 4.40
C 2.32 0.71 4.12
Se 0.63 0.24 4.66
H 4.11 -2.01 3.46
H 2.54 -1.80 2.68
H 2.64 -1.93 4.46
H 5.27 0.11 2.88
H 4.73 2.77 3.37
H 2.83 3.99 4.42
H 1.67 3.03 5.38
H 1.34 3.36 3.67
```

Values from the calculation:
2S+1 ... 1
DFT total energy ... -11893.1108 hartree
ΔE to the lowest compared entry with this formula, charge and spin ... 0.00 kJ/mol
Molar mass ... 1346.67 g/mol
Frontier orbital gap ... 6.23 eV
HOMO energy ... -6.995 eV